A.
# C3H10N2O2

C3H10N2O2 in the gas phase (ωB97M-V/def2-TZVPD, OMol25).

- SMILES string = C[C@@](N)(O)CNO
- total charge = 0
- gap between HOMO and LUMO (eV) = 8.9351

The geometry in XYZ format:
```
17
C3H10N2O2 ωB97M-V/def2-TZVPD
C 0.5516 1.2088 1.3796
C 0.0445 0.1810 0.4055
N 0.0252 -1.1303 0.8548
O -1.6022 0.6490 0.0874
C 0.5821 0.3051 -1.0446
N -0.4213 -0.2384 -1.9765
O -0.6072 -1.6730 -1.6598
H 0.1709 2.1890 1.0804
H 0.1789 1.0303 2.3927
H 1.6457 1.2457 1.3821
H 0.7690 -1.7150 0.4641
H -0.3038 -1.2215 1.8121
H -2.1416 -0.1542 0.0838
H 0.6846 1.3663 -1.2904
H 1.5597 -0.1892 -1.1256
H -1.3762 0.2137 -1.4642
H 0.2400 -2.0672 -1.3813
```

Mulliken atomic charge list, values in e, 6 entries: C -1.49; C 1.37; N -0.49; O -0.77; C -1.14; N -0.44

B.
# C3H10N2O2

2 unconnected molecules or ions with the total composition C3H10N2O2 (ωB97M-V/def2-TZVPD, OMol25).

- total charge = 0
- gap between HOMO and LUMO (eV) = 8.7439

The geometry in XYZ format:
```
17
C3H10N2O2 ωB97M-V/def2-TZVPD
C 0.6618 -0.0076 0.1904
C -0.7874 -0.2062 0.1858
C 1.2783 1.2571 -0.3082
N -1.5655 0.8807 -0.3587
N -1.3345 -0.7617 1.4178
O 1.3435 -0.7001 1.1146
O 0.7619 -1.1530 -1.4152
H 2.2851 -0.7067 0.8973
H 0.8552 -1.5625 -2.2849
H -0.6511 -1.0093 -0.6852
H -2.3678 0.5435 -0.8747
H -1.9204 1.4674 0.3898
H -0.6833 -1.4180 1.8352
H -2.1590 -1.3072 1.1881
H 0.8124 1.5387 -1.2457
H 1.1282 2.0387 0.4429
H 2.3427 1.1062 -0.4893
```

Mulliken atomic charge list, values in e, 6 entries: C 0.89; C -0.06; C -1.30; N -0.59; N -0.73; O -0.45

C.
# C3H10N2O2

2 unconnected molecules or ions with the total composition C3H10N2O2 (ωB97M-V/def2-TZVPD, OMol25).

- SMILES string = CCNC(N)=O.O
- total charge = 0
- gap between HOMO and LUMO (eV) = 9.9989

The geometry in XYZ format:
```
17
C3H10N2O2 ωB97M-V/def2-TZVPD
C -2.1128 1.3492 -0.9485
C -0.7700 1.7217 -0.3282
N -0.1325 0.5632 0.3066
C 0.4810 -0.4811 -0.3791
N 1.4560 -0.1519 -1.2985
O 0.2081 -1.6499 -0.1774
H -1.9452 0.5549 -1.6866
H -2.7561 1.0268 -0.1347
H -2.5361 2.1957 -1.4749
H -0.9248 2.4155 0.4994
H -0.0872 2.2400 -1.0155
H 0.0935 0.6960 1.2794
H 2.0212 -0.9540 -1.5233
H 1.4040 0.5302 -2.0348
O 0.7908 -1.3657 2.6935
H 0.7766 -1.4886 1.7306
H 1.5810 -1.8248 3.0030
```

Mulliken atomic charge list, values in e, 6 entries: C -0.99; C -0.49; N -0.06; C 0.32; N -0.39; O -0.62

D.
# C3H10N2O2

2 unconnected molecules or ions with the total composition C3H10N2O2 (ωB97M-V/def2-TZVPD, OMol25).

- total charge = 0
- gap between HOMO and LUMO (eV) = 10.2263

The geometry in XYZ format:
```
17
C3H10N2O2 ωB97M-V/def2-TZVPD
N -0.6869 -3.1299 0.4964
C -0.3097 -1.8377 0.1950
O -1.1654 -1.0893 -0.3612
O 0.8531 -1.4798 0.5444
H -1.4875 -3.4702 0.0004
H 0.0648 -3.7800 0.6700
C 0.6391 1.3958 -1.3389
N 0.1622 0.8063 -0.0742
C -0.0736 1.7830 0.9921
H 0.7448 0.5903 -2.0612
H -0.0731 2.1342 -1.7001
H 1.6023 1.8696 -1.1622
H 0.7930 0.0071 0.2465
H -0.6610 0.1423 -0.2344
H 0.8490 2.3103 1.2247
H -0.4159 1.2507 1.8761
H -0.8353 2.4974 0.6866
```

Mulliken atomic charge list, values in e, 6 entries: N -0.47; C 0.66; O -0.76; O -0.78; H 0.23; H 0.24

Most favorable first, least favorable last: D, C, B, A